ORCA calculation (wB97M-V/def2-TZVPD) on C12H24N6O6V as an isolated structure at a distorted geometry.

Output
2S+1	4
total charge	0
ΔE to the lowest compared entry with this formula, charge and spin	0.0	kcal/mol
DFT total energy	-59741.2600	eV
frontier orbital gap (alpha / beta)	5.99 / 6.56	eV

XYZ file:
```
49
Properties=species:S:1:pos:R:3:forces:R:3
H -1.217 -4.512 -0.087 -0.078 0.151 -0.200
V -0.328 0.150 0.193 0.174 0.513 1.008
O -0.531 0.514 -4.849 -0.624 -0.006 -0.444
C -2.545 -3.028 1.938 -0.235 -0.362 0.007
H -1.799 -3.637 2.472 -0.204 0.164 -0.043
C -1.398 -2.401 -0.287 0.537 1.042 -0.234
H 3.903 -0.850 2.928 -0.233 -0.158 -0.246
H 2.757 3.954 -0.471 0.027 -0.109 -0.169
H -0.889 1.729 -3.272 -0.123 -0.121 0.178
H -3.150 -2.492 2.676 0.180 -0.112 -0.155
H -3.272 0.858 0.084 0.369 0.169 -0.156
C 3.065 -2.173 1.449 -0.588 0.393 -0.254
H 2.261 3.294 -2.045 0.119 -0.194 0.168
O -1.902 -0.402 2.655 0.177 0.164 0.020
C 1.367 2.349 -0.352 -0.452 -2.427 -2.087
H 2.014 0.748 2.433 -0.071 -0.066 -0.078
C 2.169 -0.203 1.948 -0.154 -0.714 -0.518
N 0.839 1.217 -0.927 1.386 2.386 -0.363
H -2.552 2.215 0.188 0.055 -0.399 -0.168
O -2.595 1.404 -0.351 -0.018 0.059 0.350
H 1.435 3.480 2.773 -0.254 0.062 -0.167
H -3.188 -3.712 1.370 0.119 0.103 0.195
C -1.463 1.046 -3.895 0.164 0.084 -0.490
H 0.347 -0.741 -2.325 -0.467 -0.405 0.268
O 1.282 0.727 -2.058 0.089 0.377 0.512
H 3.736 -3.006 1.486 0.210 -0.007 0.105
H -2.263 1.614 -4.395 0.164 -0.103 0.134
H -1.509 0.550 2.711 -0.231 -0.446 -0.149
C 0.789 2.677 0.899 -2.075 -1.794 1.498
H 1.985 4.387 1.346 -0.202 -0.075 0.131
O -0.250 -1.551 -2.176 0.295 -0.145 0.156
H -1.039 0.252 -5.636 0.375 0.056 0.506
H -0.608 -3.862 -1.633 -0.266 0.133 0.159
C -1.879 -2.075 1.014 0.662 0.957 0.006
C -1.392 -3.763 -0.872 -0.177 -0.518 -0.002
N -0.152 1.773 1.320 1.635 2.235 -0.032
N -0.824 -1.339 -0.916 -0.509 -1.150 -1.031
C 2.508 3.034 -1.008 0.134 0.374 0.008
O -0.775 1.968 2.466 0.093 -0.052 -0.006
H 0.292 4.506 1.871 0.164 -0.193 0.151
H 3.402 2.392 -1.013 -0.249 0.067 -0.145
H -1.907 0.246 -3.300 0.045 0.086 0.123
N 3.185 -1.040 2.240 0.000 -0.126 -0.034
N -1.560 -0.812 1.376 -1.114 -1.006 0.572
C 1.954 -1.978 0.676 0.155 0.784 0.675
N 1.401 -0.739 1.004 0.536 0.018 0.388
H -2.362 -3.993 -1.333 0.215 -0.039 -0.039
C 1.148 3.825 1.770 0.196 0.336 -0.130
H 1.511 -2.598 -0.085 0.050 0.011 0.022
```
Forces are in eV/Å.

---

ORCA calculation (wB97M-V/def2-TZVPD) on a 2-piece molecular cluster, C12H24NO overall at a distorted geometry.

Output
2S+1	1
total charge	+1
ΔE to the lowest compared entry with this formula, charge and spin	95.4	kcal/mol
DFT total energy	-16358.9770	eV
frontier orbital gap	7.87	eV

XYZ file:
```
38
Properties=species:S:1:pos:R:3:forces:R:3
H 3.034 3.128 -0.675 -0.251 0.189 -1.641
H -2.617 -0.886 -1.157 0.456 -2.089 -2.725
C 2.430 0.988 0.388 -0.849 1.052 -1.964
H 3.211 1.516 2.272 0.592 0.452 -1.050
C -1.185 0.274 1.373 1.018 -0.246 2.527
C 3.343 1.826 1.192 0.358 1.608 2.287
H 1.706 3.213 -1.936 1.291 -0.761 0.162
H 2.287 -1.253 0.593 -0.268 2.038 0.834
O -1.290 1.278 0.652 -0.191 0.576 -0.385
H -2.959 2.140 -2.040 0.131 1.556 0.252
H -3.801 -0.070 -0.273 -1.080 -0.007 0.783
H 1.521 0.639 -1.368 -1.262 -1.138 -1.330
C -2.285 -3.067 -0.002 -2.951 -1.569 -3.561
H 4.378 1.658 0.870 -0.094 0.035 0.337
C -2.865 2.325 -0.956 -0.597 -2.887 0.879
H -0.069 -3.362 1.715 2.555 -2.053 -0.827
H -2.626 -1.149 1.649 0.852 1.564 -1.758
C -1.342 -2.121 0.595 3.526 0.002 -2.125
H -3.922 2.180 -0.539 1.566 0.492 -0.261
C 2.127 1.325 -0.881 1.272 1.074 0.707
H -1.637 -3.279 2.210 0.349 0.529 1.317
C 1.868 -0.232 1.014 -1.163 -3.383 0.214
N -1.998 -0.807 0.805 -3.732 -1.046 1.331
H 2.047 -0.212 2.112 -0.200 -0.258 -0.738
H -2.822 -2.762 -0.991 1.294 -0.035 1.508
H -1.935 -4.067 -0.337 0.643 0.748 0.729
C -0.779 -2.666 1.894 -2.816 1.697 0.067
H 3.390 2.522 -2.348 -0.478 -0.203 0.164
C 2.605 2.608 -1.583 -0.867 0.350 2.122
H 3.200 2.992 1.203 -0.052 -2.271 -0.271
C -1.986 1.089 -0.608 -0.810 -0.193 -1.241
H 0.709 -0.473 0.899 2.261 1.111 0.065
H -1.140 1.016 -1.345 -0.891 -0.129 0.574
C -2.769 -0.255 -0.393 2.264 2.915 1.973
H -0.515 -1.928 -0.164 -0.835 -0.096 0.897
H -0.373 -1.875 2.526 -0.411 -0.338 0.314
H -2.308 3.124 -0.460 -0.505 0.657 -1.081
H -3.166 -3.300 0.579 -0.124 0.058 0.915
```
Forces are in eV/Å.

---

ORCA calculation (wB97M-V/def2-TZVPD) on a 3-piece molecular cluster, C12H24NO7 overall at a distorted geometry.

Output
2S+1	1
total charge	-1
DFT total energy	-28653.1346	eV
frontier orbital gap	3.03	eV

XYZ file:
```
44
Properties=species:S:1:pos:R:3:forces:R:3
H -4.791 -3.984 -1.315 0.026 0.129 0.130
C -0.074 -0.418 -1.789 -0.236 0.331 -0.201
N 4.139 0.728 4.274 0.426 -0.214 0.292
H -2.599 -2.516 -5.290 0.082 0.000 0.078
C -3.323 -2.686 -2.124 -0.238 0.051 0.080
H -5.262 -1.481 -4.189 -0.032 -0.069 -0.020
O 5.975 2.805 4.301 0.797 0.280 -0.206
H -1.255 2.088 0.981 0.105 0.047 -0.025
H -0.578 0.012 2.137 -0.005 0.060 0.009
C -3.411 -2.550 -4.566 -0.186 0.040 -0.109
H -5.406 -2.396 -1.800 0.000 0.021 0.014
H 2.719 2.472 1.173 -0.415 0.289 -0.244
C 4.789 3.046 4.930 -0.437 -1.449 -0.335
C 0.765 0.646 -1.118 0.031 -0.306 0.157
H -2.289 -0.068 1.673 -0.006 0.015 -0.015
H 5.861 2.888 3.348 -0.113 -0.474 0.050
H -5.088 -3.652 -3.011 -0.028 0.131 -0.025
O 4.560 4.127 5.350 -0.294 2.128 0.974
H -1.069 -0.961 0.757 -0.093 0.001 -0.070
H 2.859 2.262 4.688 -0.436 0.398 0.146
C -1.266 -0.033 1.293 0.133 -0.086 0.032
H 0.131 -0.389 -2.857 0.180 -0.068 0.035
H -1.765 1.194 -0.439 0.024 -0.057 -0.016
O -2.674 -2.548 -1.126 0.044 0.016 -0.031
C -4.741 -3.213 -2.079 0.071 -0.353 -0.194
C 3.808 1.883 5.050 0.452 -0.805 -0.905
H -1.145 -0.295 -1.660 0.020 -0.125 0.140
O 1.886 0.888 -1.469 0.011 0.080 -0.162
C -1.072 1.180 0.407 -0.170 -0.188 0.121
O -2.793 -2.301 -3.303 0.272 -0.012 0.008
H -4.858 -1.675 -5.900 0.015 -0.007 -0.006
H -3.822 -3.560 -4.601 -0.037 0.017 0.031
H 0.216 -1.392 -1.399 -0.025 -0.017 0.029
O 0.275 1.295 -0.044 0.098 0.323 -0.074
O 3.054 0.575 3.301 -0.885 -0.312 0.247
C -4.443 -1.494 -4.908 -0.026 0.063 0.105
C 3.670 2.161 1.571 -0.025 -0.294 -0.065
H 4.529 0.227 1.989 0.512 -0.194 -0.054
H -3.984 -0.506 -4.896 0.033 -0.014 -0.047
H 3.683 1.660 6.117 0.055 0.262 0.466
H 2.903 0.201 1.339 -0.344 -0.327 -0.300
H 4.414 2.241 0.790 0.268 0.244 -0.349
C 3.564 0.712 2.029 0.138 0.330 -0.006
H 3.909 2.827 2.387 0.237 0.117 0.315
```
Forces are in eV/Å.

---

ORCA calculation (wB97M-V/def2-TZVPD) on one molecule with the formula C12H24O4Si4 at a distorted geometry.

Output
2S+1	1
total charge	0
ΔE to the lowest compared entry with this formula, charge and spin	40.0	kcal/mol
DFT total energy	-52540.2499	eV
frontier orbital gap	9.68	eV

XYZ file:
```
44
Properties=species:S:1:pos:R:3:forces:R:3
H -1.669 -0.451 -3.354 0.364 -0.531 0.462
H 0.275 -2.195 3.654 -0.496 -0.590 0.276
H -1.953 0.854 -4.548 0.129 0.141 0.369
C 0.556 -1.173 3.520 -0.100 0.276 -0.629
H -3.236 -1.001 1.831 0.147 -1.070 -0.751
C -1.312 0.483 -3.735 -1.254 0.668 -1.742
H -1.112 -4.122 -0.687 0.022 -0.257 0.586
O 1.181 1.719 -1.098 -0.545 0.537 2.975
C 2.081 -3.284 0.961 2.974 -1.895 0.092
H -3.769 0.220 3.057 -0.279 -0.104 -0.111
H 2.400 -0.868 -3.709 0.116 0.993 1.113
H -2.349 3.076 -1.440 -1.598 0.416 -0.119
H -1.405 1.129 3.274 -1.199 0.164 0.469
H 1.887 2.823 2.144 0.777 0.600 -0.214
H 0.110 2.152 -3.667 -0.887 -1.059 -0.458
H 0.241 -0.536 4.338 0.212 -0.064 0.243
C 1.735 -2.243 0.286 -1.116 2.476 -0.407
C -1.738 0.288 2.666 0.776 -0.548 -1.162
C -2.962 -0.231 2.488 0.566 2.477 1.860
O 0.146 -0.922 -1.548 0.860 2.216 1.824
H -2.178 -2.746 -0.847 -0.402 0.179 0.117
Si -0.182 -0.509 1.982 -2.789 1.284 3.905
C -1.598 3.253 -0.718 0.042 -1.931 1.108
O 0.769 0.711 1.368 -0.237 -2.817 0.012
H 2.754 0.831 -3.715 0.209 0.834 -0.443
C 2.557 0.037 -3.027 -0.642 -1.543 0.278
H 3.479 -0.116 -2.427 -0.671 0.018 -0.203
H 3.146 -3.628 0.995 -0.917 0.507 0.255
C -1.159 -3.079 -0.970 1.501 -0.356 -2.635
Si -0.012 -1.796 -0.112 -1.809 -4.309 -4.840
O -0.979 -1.763 1.231 2.252 1.894 -1.159
H -2.136 1.697 0.468 -0.912 -1.558 0.012
Si 0.917 0.487 -2.119 0.625 -2.069 -0.843
H 1.502 4.195 0.884 0.530 -0.070 0.671
H -0.991 4.075 -0.918 1.496 1.029 -0.529
C -0.230 1.123 -3.360 0.928 1.328 0.341
H 1.400 -3.982 1.325 -1.262 -1.001 0.833
H 0.426 3.695 2.196 -1.055 0.441 0.505
C -1.333 2.318 0.228 0.752 1.644 -1.618
H 2.465 -1.571 -0.109 0.682 0.227 -0.336
Si 0.468 2.002 0.455 0.235 1.754 -0.892
C 1.176 3.368 1.526 0.491 -0.815 -1.724
H -0.961 -3.141 -2.129 -0.331 0.347 2.112
H 1.592 -1.179 3.358 1.814 0.138 0.401
```
Forces are in eV/Å.

---

ORCA calculation (wB97M-V/def2-TZVPD) on a 2-piece molecular cluster, C12H25BBrO5 overall at a distorted geometry.

Output
2S+1	1
total charge	-1
DFT total energy	-93802.9623	eV
frontier orbital gap	7.07	eV

XYZ file:
```
44
Properties=species:S:1:pos:R:3:forces:R:3
H -0.713 -5.028 -2.682 0.061 0.052 0.074
O 1.820 0.868 -1.075 0.184 -0.157 4.351
H -3.596 3.811 -0.078 0.467 0.564 1.295
H 1.463 4.503 0.472 -0.654 -0.788 1.139
O -1.961 1.604 1.614 -4.078 0.636 -0.325
C 2.033 -3.323 -0.724 -0.074 0.177 0.136
C 0.978 -0.302 0.880 -1.079 0.335 0.504
C -3.094 2.584 1.797 -0.462 -1.763 -2.814
H 0.426 -7.179 -2.239 -0.059 -0.059 0.105
C -2.995 4.028 0.863 -0.430 -2.848 1.964
H -0.360 -2.563 -2.690 0.047 0.003 -0.039
H -3.654 2.646 2.851 1.620 -0.430 -2.208
H 0.805 -5.917 -1.032 -0.016 0.018 -0.055
C 0.184 -4.588 -3.131 0.440 0.256 -0.178
C 0.493 -3.227 -2.516 -0.418 -0.147 0.265
C -3.313 1.202 0.893 2.148 2.758 2.425
Br -0.703 3.187 -1.021 -0.084 -0.489 -0.326
H -3.224 1.329 -0.244 -0.165 -0.315 1.956
H -3.812 0.297 1.378 0.871 1.347 -0.888
H 2.097 -3.650 0.316 -0.113 0.045 -0.054
H 1.372 -2.774 -2.985 -0.030 -0.092 0.016
H 2.149 2.622 2.811 -0.856 -0.018 -1.446
H 2.110 -6.870 -1.764 -0.048 0.057 -0.108
H 0.298 -0.776 0.085 1.229 0.830 1.091
O 1.295 -5.477 -3.017 -0.209 -0.023 0.282
H -0.008 -4.454 -4.200 -0.024 0.019 0.010
C 1.737 0.905 0.181 0.403 0.028 -3.954
H 0.566 2.079 2.075 1.296 0.372 -0.781
C 1.133 4.148 1.499 0.281 0.116 1.417
H -3.476 4.789 1.567 0.532 -0.701 -1.242
C 1.141 -6.402 -1.953 0.115 0.010 -0.118
H -0.714 3.670 2.682 0.384 0.692 -0.947
H 1.719 4.794 2.259 -0.662 -0.919 -1.184
C -0.427 4.367 1.826 0.997 0.674 0.556
H 2.630 -4.000 -1.338 -0.033 -0.014 -0.057
H 1.653 -1.120 1.290 -0.471 1.275 -0.583
B -1.425 4.330 0.525 -0.403 1.127 0.710
O 0.664 -3.323 -1.104 0.274 -0.230 -0.248
O 2.372 1.984 0.830 -2.176 -1.875 -0.157
H 0.278 0.022 1.735 1.189 -0.318 -1.288
H -1.401 5.449 0.071 0.064 0.264 -0.333
H -0.507 5.439 2.256 0.000 -1.558 -0.500
C 1.534 2.623 1.832 -0.147 1.121 1.573
H 2.435 -2.308 -0.797 0.090 -0.030 -0.040
```
Forces are in eV/Å.

---

ORCA calculation (wB97M-V/def2-TZVPD) on a 4-piece molecular cluster, C12H25BN6O8S2Si overall at a distorted geometry.

Output
2S+1	1
total charge	0
DFT total energy	-68381.2606	eV
frontier orbital gap	8.38	eV

XYZ file:
```
55
Properties=species:S:1:pos:R:3:forces:R:3
H -0.173 0.100 -0.754 -1.555 0.759 0.889
O 2.900 0.965 0.053 0.593 0.012 -0.129
N -4.278 -0.872 0.200 -2.532 5.838 0.822
C -1.916 1.394 -1.317 0.792 -2.016 -0.757
O 1.466 3.360 2.191 -1.805 0.174 -2.196
N 0.841 3.692 -0.250 -0.261 -0.184 0.765
N 4.117 1.035 0.172 0.251 -0.110 -0.435
C 0.387 0.213 2.510 0.054 -0.094 0.203
C -1.124 0.512 -0.219 0.015 -0.201 -0.848
H -3.209 2.467 -5.235 0.148 -0.034 -0.129
H -1.333 2.349 -1.636 -1.297 -1.430 0.881
C -4.511 0.557 0.084 -0.185 -2.726 0.698
C -6.151 -0.200 1.431 4.085 -2.532 -2.422
H 1.551 -2.753 1.390 -1.514 1.366 -0.511
S -3.640 1.902 -0.833 -0.619 -0.781 0.689
O -5.669 1.027 0.802 1.731 -4.272 -0.064
C 4.637 1.439 1.504 0.283 0.099 0.212
Si -0.572 1.462 1.354 0.048 -1.839 0.413
H 4.240 2.430 1.726 -0.142 -0.205 0.025
O 4.543 -5.735 1.982 -0.386 0.778 -0.402
H 3.271 -4.269 -0.558 0.076 -0.117 0.180
B 0.650 2.936 1.038 2.519 2.307 0.786
H -1.207 -1.472 2.256 1.928 0.391 -0.222
O -0.880 0.936 -4.105 0.025 0.689 -0.689
O 3.754 -3.720 1.729 0.269 -0.744 -0.063
H 0.184 0.586 3.586 0.347 -0.808 -1.585
H 1.528 0.370 2.318 -1.985 -0.470 0.309
C -2.578 1.627 -5.526 -0.290 -0.226 -0.028
H -1.998 0.751 -2.285 0.028 1.213 1.902
H 3.022 -5.987 -0.107 0.191 0.037 0.025
C -0.362 -2.926 0.206 -5.405 -2.499 -1.893
H 5.726 1.460 1.465 -0.216 -0.061 -0.123
C -0.061 -1.325 2.298 0.965 -0.663 0.976
H 1.205 -1.251 0.349 -0.908 -1.219 0.927
H 0.290 -1.922 3.240 -0.717 1.019 -1.648
C -1.413 -3.561 -0.300 4.966 3.916 3.230
H 4.291 0.703 2.230 -0.096 0.162 -0.086
N 4.031 -4.842 1.323 0.119 0.023 0.452
H -2.440 3.488 2.059 0.388 -1.296 0.212
H -7.062 -0.258 2.127 1.761 0.442 -1.467
O 4.936 0.803 -0.705 -0.858 0.126 0.535
H 4.656 -5.408 -0.592 -0.132 -0.092 0.130
H -3.009 0.685 -5.187 0.169 0.161 0.004
C 3.719 -5.149 -0.098 -0.151 0.136 -0.319
C 0.713 -2.032 1.034 -1.085 -1.132 -0.586
H -0.009 4.187 -0.563 0.745 -0.617 -0.125
O -0.640 2.832 -5.152 -0.372 -0.761 0.333
N -1.256 1.813 -4.872 0.445 0.023 0.132
H 1.269 3.120 -0.997 -0.597 0.545 0.446
H -2.413 1.610 -6.603 -0.012 0.145 0.148
H -2.482 -3.918 -0.559 2.652 0.693 0.423
N -5.286 -1.313 1.048 -3.049 4.742 1.128
S -2.224 2.201 2.559 -0.278 0.921 -0.204
H -1.724 -0.420 0.109 0.742 1.492 -0.767
H 1.689 4.316 2.081 0.113 -1.079 -0.175
```
Forces are in eV/Å.